Arrangement a

96
Properties=species:S:1:pos:R:3 method="wB97M-V/def2-TZVPD" homo_lumo_gap_ev=9.362 spin_multiplicity=1 smiles="NC(N)=O.NC(N)=O.NC(N)=O.NC(N)=O.NC(N)=O.NC(N)=O.NC(N)=O.NC(N)=O.NC(N)=O.NC(N)=O.NC(N)=O.NC(N)=O" homo_ev=-9.515
N -2.11 20.28 -13.61
N -5.09 4.53 -19.75
H -5.78 12.76 -16.37
N -4.03 14.01 -19.86
N -2.24 15.09 -19.92
H -6.88 19.06 -10.67
H -9.51 20.08 -8.87
H -9.57 12.69 -9.22
O -3.57 4.56 -15.66
H -6.53 10.78 -13.96
N -9.17 6.14 -15.96
H -9.11 8.67 -8.76
C -5.21 5.73 -20.28
H -12.91 13.82 -11.13
H -7.56 17.53 -11.12
H -4.91 13.66 -20.19
N -11.56 11.63 -19.04
H -13.73 12.07 -19.14
H -1.93 7.12 -14.72
C -3.37 20.29 -13.49
H -3.34 13.40 -19.45
H -10.74 6.67 -14.49
N -4.34 14.41 -7.14
H -5.57 6.25 -18.41
O -5.29 13.54 -13.95
O -7.97 7.75 -15.06
N -10.30 13.24 -9.64
O -5.11 5.96 -21.49
N 0.81 14.26 -15.36
N -2.62 6.55 -15.20
N -6.24 11.64 -13.52
H -3.54 15.02 -7.12
O -0.19 15.69 -14.06
C -3.47 15.13 -20.32
H -3.55 6.87 -15.40
H -8.43 5.89 -16.60
H -6.50 11.29 -15.66
N -5.94 12.13 -15.60
H -4.91 19.18 -13.88
H -1.25 3.70 -15.87
O -3.95 15.95 -21.05
N -12.06 13.74 -10.61
N -5.03 12.42 -7.51
H -9.01 6.20 -5.80
C -2.53 5.16 -15.43
H -1.66 19.43 -13.93
H -6.34 11.67 -12.52
N -13.50 11.40 -19.85
H -10.00 5.56 -15.85
C -8.63 18.65 -9.88
O -11.72 10.57 -20.92
C -12.30 11.06 -19.97
N -8.69 19.85 -9.42
H -5.88 7.54 -19.62
H -4.77 11.53 -7.90
H -4.70 4.25 -18.86
H -1.15 13.27 -13.14
N -8.60 8.00 -8.20
H -12.08 14.24 -9.73
H -1.66 15.91 -19.77
C -9.32 7.61 -7.22
C 0.07 14.53 -14.30
N -7.50 18.30 -10.47
H 1.20 15.02 -15.89
O -3.11 13.14 -8.52
H -0.17 12.64 -14.50
N -8.62 6.78 -6.53
H -1.92 14.30 -19.38
H 0.88 13.30 -15.68
O -9.58 17.89 -9.86
N -3.91 19.12 -13.75
C -8.90 7.07 -15.12
O -11.05 11.78 -11.25
N -5.53 6.63 -19.35
C -4.03 13.27 -7.71
H -0.52 5.04 -15.22
N -1.39 4.62 -15.49
C -11.10 12.83 -10.60
H -4.80 4.12 -20.63
H -14.21 11.00 -20.44
H -12.05 11.78 -18.18
H -1.69 21.09 -13.19
O -10.39 7.99 -6.89
H -10.21 14.24 -9.72
O -3.96 21.29 -13.21
H -7.63 7.74 -8.32
H -5.04 14.39 -6.41
H -10.55 11.60 -19.15
N -9.95 7.29 -14.37
N -0.49 13.38 -13.89
H -3.30 18.34 -13.94
H -5.88 12.60 -7.00
C -5.74 12.49 -14.32
H -9.92 7.99 -13.64
H -7.69 6.71 -6.93
H -7.90 20.48 -9.43


Arrangement b

96
Properties=species:S:1:pos:R:3 method="wB97M-V/def2-TZVPD" homo_lumo_gap_ev=9.383 spin_multiplicity=1 smiles="NC(N)=O.NC(N)=O.NC(N)=O.NC(N)=O.NC(N)=O.NC(N)=O.NC(N)=O.NC(N)=O.NC(N)=O.NC(N)=O.NC(N)=O.NC(N)=O" homo_ev=-9.387
H -0.54 35.95 -6.82
N -4.97 28.50 -15.35
N 2.02 29.81 -10.66
N -1.59 34.13 -16.70
H -1.27 34.57 -17.54
O -4.41 32.03 -18.38
O -2.34 25.85 -13.21
H 1.51 32.09 -13.87
H 2.82 30.42 -10.68
H -5.38 33.93 -8.51
H -4.51 31.98 -9.95
H -4.86 27.84 -16.10
N 0.01 35.46 -7.51
N -0.51 34.69 -9.65
N -5.13 31.20 -10.08
H -7.33 34.49 -9.33
C -6.91 34.09 -14.39
H -0.64 26.28 -14.61
C 1.28 34.15 -14.07
O -7.47 33.67 -15.41
H -1.07 38.99 -10.04
H -1.94 28.98 -13.02
O -1.83 32.05 -15.78
N -2.48 36.48 -11.38
H 0.28 31.59 -17.24
C -5.65 34.69 -10.40
N -0.76 27.14 -14.11
H 0.99 35.61 -7.64
C -4.56 29.97 -10.36
C -1.25 32.80 -16.55
H -5.49 32.64 -14.01
H -3.34 28.16 -12.53
N -3.22 29.95 -10.00
H -6.61 35.81 -13.23
H -3.22 29.14 -16.95
H -3.76 33.46 -16.43
H -3.94 34.23 -9.55
H -6.08 31.33 -10.38
H 1.41 32.16 -10.43
N -3.00 33.23 -13.34
N -4.73 33.17 -16.43
H -1.74 35.84 -11.16
N -4.94 34.11 -9.39
H -3.40 32.66 -14.08
H 0.32 35.84 -13.69
H 0.00 32.69 -14.53
H -0.38 37.40 -10.40
H 0.23 33.12 -17.97
H -3.51 34.03 -12.99
N 0.61 31.60 -10.65
O -3.29 38.57 -10.86
N -6.01 33.41 -13.62
O -4.08 30.31 -14.20
N 0.22 35.01 -14.25
H -2.52 30.38 -15.98
H -5.62 28.28 -14.61
N -7.15 35.35 -13.94
H -2.38 31.02 -13.73
O 2.38 34.55 -13.72
H -5.40 33.50 -15.77
N -1.81 31.37 -12.96
H -2.73 30.81 -9.84
C -4.07 29.49 -15.12
H 2.04 28.81 -10.58
C -5.16 32.40 -17.49
H 0.43 34.77 -9.99
N -3.09 29.55 -16.05
H -3.38 36.14 -11.67
H -2.74 29.24 -10.54
C 0.77 30.28 -10.97
N -1.15 38.04 -10.36
C -2.39 37.74 -10.85
H -1.08 34.04 -10.21
O -5.14 29.03 -10.86
H -1.84 34.75 -15.95
H -7.90 35.84 -14.39
N -6.98 34.84 -10.20
H -5.82 33.87 -12.73
H -6.88 31.50 -18.09
C -0.88 34.81 -8.35
N -2.35 28.11 -12.74
O -1.77 33.04 -11.42
O -5.09 34.88 -11.50
O -2.00 34.48 -7.98
N -0.16 32.49 -17.30
H -0.63 34.58 -14.53
H -7.05 32.49 -16.66
H -7.57 35.27 -10.89
H -0.31 32.01 -10.83
H -0.36 28.01 -14.40
C -2.10 32.61 -12.56
N 0.92 32.85 -14.14
H -1.12 30.79 -12.51
C -1.87 26.98 -13.31
O -0.17 29.55 -11.28
N -6.51 32.19 -17.47


Most stable one: arrangement b, least stable one: arrangement a.